{"formula": "C4H8NPS", "method": "ωB97M-V/def2-TZVPD", "charge": 0, "homo_energy_ev": -8.40, "lumo_ev": -0.70, "molar_mass_g_mol": 133.2, "elements": ["C", "C", "C", "C", "N", "P", "S", "H", "H", "H", "H", "H", "H", "H", "H"], "xyz": [[-1.85922, 0.91107, 0.12076], [0.86004, 0.26777, 0.42451], [-0.34561, -1.21696, -1.22298], [-0.32031, -0.47254, 0.08892], [1.67216, 0.69147, -0.43250], [1.04253, 0.54571, 2.23330], [-2.64982, 1.17536, 1.47628], [-1.69563, 1.42486, -0.80757], [0.50003, -1.95479, -1.27607], [0.12085, -0.55874, -1.99268], [-1.22899, -1.82665, -1.55359], [-0.54666, -0.99347, 0.94403], [2.52742, 1.14811, -0.15864], [-0.01715, 1.61995, 2.20832], [2.10935, 1.59995, 2.06701]], "forces_ev_per_angstrom": [[3.1, -2.3, 1.5], [1.3, 1.4, 0.6], [1.8, -0.7, -1.1], [-3.3, 1.6, -2.0], [0.2, -0.4, -2.0], [0.2, 2.6, 0.3], [0.0, -0.1, -1.2], [-0.6, 0.4, -0.4], [-0.6, 0.2, 0.7], [-1.2, 0.0, 0.1], [0.5, 1.2, 0.5], [-1.3, -1.7, 1.7], [-0.1, 0.2, 0.7], [1.1, -1.2, 0.3], [-1.0, -1.2, 0.3]]}



{"formula": "C4H8NS", "method": "ωB97M-V/def2-TZVPD", "charge": 1, "smiles": "C=CS[C@H]1C[NH2+]1", "homo_energy_ev": -12.83, "lumo_ev": -3.54, "molar_mass_g_mol": 102.2, "elements": ["C", "C", "C", "C", "N", "S", "H", "H", "H", "H", "H", "H", "H", "H"], "xyz": [[3.15678, -0.14636, 0.05988], [1.91066, -0.17554, 0.49400], [-2.02333, 0.39955, 0.60169], [-0.84859, -0.19760, -0.01292], [-2.04569, 0.07587, -0.84268], [0.75294, 0.78363, -0.38348], [3.93175, -0.61306, 0.58191], [3.29811, 0.44813, -0.95757], [1.56000, -0.67027, 1.27086], [-2.77077, -0.12070, 1.15861], [-1.78995, 1.45421, 0.74028], [-0.77262, -1.26796, 0.00406], [-2.37705, -0.74897, -1.23447], [-1.98225, 0.77907, -1.48017]], "forces_ev_per_angstrom": [[-1.1, 1.9, -3.0], [1.4, 1.7, -3.3], [0.4, 0.7, -0.1], [2.2, -0.2, -0.4], [1.1, 0.0, 1.5], [-2.6, -0.5, 0.1], [1.2, -0.5, 0.5], [0.3, -1.4, 2.4], [-1.3, -2.1, 3.8], [-0.1, -0.1, 0.6], [-0.9, 0.0, 0.2], [0.6, -0.3, 0.4], [-1.4, -1.7, -0.5], [0.1, 2.7, -2.2]]}



{"formula": "C4H8NS", "method": "ωB97M-V/def2-TZVPD", "charge": 1, "smiles": "CS[N+]1=C[C@@H]1C", "homo_energy_ev": [-14.23, -13.90], "lumo_ev": [-6.07, -5.38], "molar_mass_g_mol": 102.2, "elements": ["C", "C", "C", "C", "N", "S", "H", "H", "H", "H", "H", "H", "H", "H"], "xyz": [[0.40361, 2.21822, 0.43152], [0.71645, 0.80380, 0.50762], [1.47444, 0.14170, -0.56175], [-2.11758, -0.96813, 0.09426], [-0.66036, 1.16213, 0.08635], [-2.16162, 0.82163, -0.24058], [0.83076, 3.06336, 0.02743], [0.87064, 0.35933, 1.49560], [0.99063, 0.46762, -1.61603], [1.50501, -0.97624, -0.52446], [2.55479, 0.39611, -0.48937], [-2.93606, -1.35918, -0.70288], [-2.58462, -1.17012, 1.05416], [-1.20677, -1.38010, -0.10890]], "forces_ev_per_angstrom": [[-4.3, -5.3, -0.4], [0.4, -1.1, 0.8], [0.6, -0.7, -3.1], [-5.5, 0.7, -1.8], [4.5, 5.3, 2.0], [-0.7, -1.0, -0.2], [0.2, 2.0, -1.0], [-0.4, 0.1, 0.0], [1.5, -0.7, 2.3], [-0.5, 0.9, 0.2], [-0.7, 0.2, -0.3], [2.0, 0.7, 1.7], [0.5, 0.0, 0.2], [2.4, -1.0, -0.4]]}



{"formula": "C4H8NS", "method": "ωB97M-V/def2-TZVPD", "charge": 1, "smiles": "C[NH+]1CC(=S)C1", "homo_energy_ev": -13.08, "lumo_ev": -4.60, "molar_mass_g_mol": 102.2, "elements": ["C", "C", "C", "C", "N", "S", "H", "H", "H", "H", "H", "H", "H", "H"], "xyz": [[-0.06142, 1.78450, -0.30811], [-0.29207, 0.48582, -1.05652], [0.02551, 0.68155, 1.13091], [0.29459, -1.55366, 0.15496], [-0.52254, -0.30483, 0.18047], [0.38668, 3.24892, -0.46257], [-1.03620, 0.44852, -1.88353], [0.64929, 0.05034, -1.47173], [0.96356, 0.55938, 1.41934], [-0.78502, 0.91568, 1.79315], [1.41413, -1.16288, 0.13038], [0.19858, -2.31740, 0.88617], [0.28517, -2.17233, -0.67844], [-1.52027, -0.66362, 0.16551]], "forces_ev_per_angstrom": [[1.1, -3.2, 2.9], [0.4, 0.4, -1.6], [-6.2, 3.7, -3.5], [4.2, 1.4, 0.3], [-0.7, -3.9, -1.7], [-0.1, 1.2, -0.5], [0.1, -0.1, 0.9], [-0.5, 0.9, 0.1], [3.8, -1.0, 1.5], [0.4, 0.3, 1.0], [-2.2, -0.9, 0.4], [-0.6, 0.3, 1.7], [-1.0, -0.3, -2.4], [1.0, 1.3, 1.1]]}



{"formula": "C4H8NS", "method": "ωB97M-V/def2-TZVPD", "charge": 1, "homo_energy_ev": [-12.65, -12.44], "lumo_ev": [-5.22, -3.97], "molar_mass_g_mol": 102.2, "elements": ["C", "C", "C", "C", "N", "S", "H", "H", "H", "H", "H", "H", "H", "H"], "xyz": [[0.95639, -2.12041, -0.64357], [0.91321, -0.99398, -0.21422], [-1.60016, 0.38829, -1.13705], [0.61944, 0.25410, 0.39627], [-0.05190, 0.31164, 1.64003], [1.67205, 1.62404, 0.13148], [1.17969, -3.02828, -1.20030], [-1.66285, 1.47648, -0.94142], [-1.95895, -0.38225, -0.54405], [-1.40097, 0.08447, -2.09255], [-0.51993, 1.13066, 1.57676], [-0.79159, -0.33025, 1.75305], [0.64457, 0.39661, 2.42332], [2.00101, 1.18889, -1.14775]], "forces_ev_per_angstrom": [[0.8, -0.4, -0.9], [-0.8, 0.2, 1.1], [0.6, 2.6, 1.4], [1.3, -1.2, -3.3], [2.5, -0.9, 1.4], [0.2, -0.3, -1.1], [-0.3, 0.5, 0.6], [-0.3, -1.0, 0.0], [-0.9, -0.9, 1.4], [0.8, -0.5, -2.4], [-2.0, 4.0, 0.4], [-0.7, -1.9, 0.5], [-1.0, -0.6, -0.2], [-0.2, 0.5, 1.1]]}



{"formula": "C4H8NS2", "method": "ωB97M-V/def2-TZVPD", "charge": 1, "homo_energy_ev": [-13.05, -12.70], "lumo_ev": [-5.21, -5.94], "molar_mass_g_mol": 134.2, "elements": ["C", "C", "C", "C", "N", "S", "S", "H", "H", "H", "H", "H", "H", "H", "H"], "xyz": [[-1.18744, 0.47923, -0.28136], [-2.53258, 0.38632, -0.18911], [-0.28791, -0.62092, -0.66767], [1.62708, 0.11864, 0.77931], [0.70074, -0.97951, 0.46883], [-0.36497, 1.98645, 0.18434], [2.87921, 0.30502, -0.35414], [-3.20790, 1.18155, 0.18751], [-3.06571, -0.25080, -0.81188], [-0.94441, -1.56061, -0.79013], [0.44739, -0.35888, -1.54869], [1.05499, 0.92569, 1.17785], [0.12511, -1.15395, 1.32690], [1.33715, -1.84666, 0.28432], [3.41925, 1.38842, 0.23392]], "forces_ev_per_angstrom": [[0.2, 1.5, 1.6], [0.4, 2.0, 0.0], [0.4, -2.0, -2.3], [-0.2, -0.5, -0.6], [0.8, -1.0, 0.7], [-0.8, -0.5, -0.5], [0.3, 0.0, 0.0], [1.0, -0.3, 0.0], [-0.7, -2.0, -0.6], [1.3, 1.3, -0.4], [-1.8, -0.7, 1.4], [0.2, 0.9, 1.2], [0.7, -0.1, -0.7], [-1.9, 1.5, 0.1], [-0.1, -0.1, 0.0]]}



{"formula": "C4H8NaO3", "method": "ωB97M-V/def2-TZVPD", "charge": 2, "spin_multiplicity": 2, "homo_energy_ev": [-19.89, -19.67], "lumo_ev": [-7.48, -12.98], "molar_mass_g_mol": 127.1, "elements": ["H", "C", "H", "H", "C", "H", "H", "O", "C", "O", "Na", "O", "C", "H", "H", "H"], "xyz": [[-1.88864, 1.12006, -1.35886], [-1.85267, 0.09727, 0.58064], [-1.81302, -0.85283, 0.03530], [-2.38662, 0.18202, 1.53330], [-2.38906, 1.20607, -0.39172], [-2.50841, 2.15936, 0.12776], [-3.28020, 0.44458, -0.21614], [-0.10056, 0.18592, 1.21221], [1.04207, -0.09131, 0.56605], [2.05731, -0.09643, 1.23151], [3.42825, 0.47936, 3.33617], [0.88545, -0.43187, -0.65765], [2.01369, -1.00054, -1.36567], [2.82587, -0.26716, -1.40160], [2.32612, -1.92167, -0.86205], [1.64042, -1.21283, -2.36923]], "forces_ev_per_angstrom": [[-0.7, 0.4, 0.0], [-2.0, 0.8, -1.7], [0.5, 0.0, 0.8], [0.9, -0.5, 0.1], [2.0, -2.5, 2.5], [-0.4, -0.1, -0.6], [0.3, 1.3, -0.8], [0.6, 0.9, -0.3], [-1.6, -0.6, -0.6], [0.3, 0.1, 1.0], [0.0, 0.0, -0.1], [-0.5, 0.2, 0.2], [0.8, -0.2, -0.6], [-0.2, -0.2, 0.0], [-0.1, 0.3, -0.1], [0.1, 0.1, 0.3]]}



{"formula": "C4H8O", "method": "ωB97M-V/def2-TZVPD", "charge": 0, "smiles": "CCCC=O", "homo_energy_ev": -9.85, "lumo_ev": 1.06, "molar_mass_g_mol": 72.1, "elements": ["C", "C", "C", "C", "O", "H", "H", "H", "H", "H", "H", "H", "H"], "xyz": [[-1.77797, 0.01483, 0.29523], [-0.47047, 0.04476, -0.49071], [0.76340, 0.14350, 0.40139], [2.04797, -0.18512, -0.32233], [2.10207, -0.74535, -1.39144], [-1.90230, 0.91223, 0.91252], [-1.81484, -0.85623, 0.96036], [-2.63772, -0.04726, -0.37995], [-0.37953, -0.85516, -1.10731], [-0.47040, 0.89159, -1.18814], [0.86298, 1.13620, 0.86224], [0.69365, -0.56138, 1.24591], [2.98316, 0.10740, 0.20223]], "forces_ev_per_angstrom": [[0.0, 0.0, 0.0], [0.0, 0.0, -0.1], [0.0, 0.0, 0.0], [0.0, -0.1, -0.2], [0.0, 0.3, 0.4], [0.0, -0.1, -0.1], [0.0, 0.1, -0.1], [0.1, 0.0, 0.1], [0.0, 0.1, 0.1], [0.0, -0.1, 0.1], [0.0, -0.1, -0.1], [0.0, 0.1, -0.1], [-0.1, -0.1, 0.0]]}



Q: The highest charge belongs to which entry?
A: C4H8NaO3



Q: Look up the charge of the seventh one.
A: +2